The following is a DFT calculation (wB97M-V/def2-TZVPD) of C24H51B2CdF2N5O7 as an isolated structure.

Results
highest occupied orbital energy (alpha / beta): -0.23241 / -0.23146 Ha
2S+1: 2
net charge: -1
max |F|: 4.826 eV Å⁻¹

The geometry in XYZ format:
```
92
Properties=species:S:1:pos:R:3:mulliken_charge:R:1
Cd -2.463 1.441 -0.067 -0.31
F -2.482 2.142 1.883 -0.34
F -2.909 3.054 -1.242 -0.75
B -4.165 0.140 0.019 0.87
H -3.252 -0.168 0.504 -0.32
H -4.316 1.169 0.308 -0.09
H -3.970 0.035 -1.036 -0.35
H -5.041 -0.458 0.220 -0.13
B -0.539 0.881 -0.221 2.51
H 0.473 0.570 -0.430 -0.84
H -1.096 0.837 -1.144 -0.28
H -0.989 0.273 0.550 -0.35
H -0.581 1.911 0.099 -0.03
C -1.134 -2.417 -0.948 -1.06
C -0.272 -2.855 0.296 0.83
C 0.450 -4.199 0.027 -1.06
O -0.500 -5.261 -0.083 -0.30
C 0.165 -6.410 -0.529 -0.79
N 0.672 -1.800 0.415 -0.41
H -1.649 -1.462 -0.846 0.06
H -1.988 -3.088 -1.043 0.47
H -0.534 -2.406 -1.858 0.06
H -0.867 -2.879 1.209 -0.18
H 1.143 -4.408 0.843 0.54
H 1.033 -4.117 -0.890 0.38
H -0.514 -7.261 -0.581 0.24
H 1.042 -6.682 0.059 0.30
H 0.469 -6.162 -1.546 0.34
H 1.444 -1.873 -0.232 0.34
H 0.160 -0.967 0.164 0.00
C -2.888 -1.658 3.301 -1.16
C -4.290 -2.130 2.856 0.74
C -4.900 -3.317 3.705 -0.82
O -4.787 -3.160 5.115 -0.29
C -5.318 -4.146 5.942 -0.76
N -5.073 -0.878 2.864 -0.78
H -2.620 -0.751 2.759 0.05
H -2.167 -2.464 3.167 0.25
H -2.890 -1.406 4.362 0.40
H -4.207 -2.475 1.825 0.13
H -4.546 -4.309 3.423 0.44
H -5.976 -3.374 3.539 0.38
H -5.018 -4.134 6.990 0.26
H -4.892 -5.096 5.618 0.31
H -6.408 -4.137 5.927 0.27
H -4.806 -0.402 2.014 0.01
H -6.003 -1.224 2.677 0.33
C 3.268 2.493 0.155 -1.30
C 2.997 1.475 1.290 0.98
C 3.945 1.611 2.442 -1.10
O 3.511 0.626 3.413 -0.29
C 4.624 0.097 4.215 -0.75
N 1.629 1.608 1.800 -0.49
H 4.295 2.426 -0.205 0.51
H 3.095 3.518 0.481 0.38
H 2.598 2.298 -0.683 0.14
H 3.078 0.481 0.848 0.04
H 3.926 2.616 2.863 0.30
H 4.976 1.428 2.139 0.43
H 5.246 0.946 4.498 0.31
H 5.139 -0.682 3.652 0.28
H 4.220 -0.369 5.114 0.23
H 1.471 2.600 1.689 0.30
H 1.012 1.243 1.089 0.02
C 0.325 0.469 -5.497 -0.42
C 0.024 0.108 -4.188 -0.79
C 1.121 -0.321 -3.406 0.63
C 2.457 -0.328 -3.963 -0.55
C 2.695 0.105 -5.257 -0.32
C 1.628 0.405 -6.078 -0.66
N 3.569 -0.605 -3.040 0.97
O 3.294 -0.926 -1.872 -0.55
O 4.721 -0.622 -3.482 -0.61
H -0.438 0.635 -6.244 0.39
H -0.995 0.113 -3.830 0.50
H 0.917 -0.680 -2.408 0.48
H 3.672 0.045 -5.712 0.43
H 1.743 0.651 -7.123 0.41
C 0.799 3.737 -2.662 -0.21
C 0.238 4.760 -1.905 -0.64
C 0.972 5.946 -1.736 -0.32
C 2.299 6.041 -2.225 0.20
C 2.800 5.045 -3.099 -0.68
C 2.027 3.902 -3.247 -0.03
N 3.109 7.203 -1.801 0.96
O 4.317 7.090 -1.940 -0.59
O 2.563 8.138 -1.299 -0.60
H 0.270 2.801 -2.766 0.34
H -0.781 4.596 -1.588 0.53
H 0.545 6.644 -1.031 0.40
H 3.791 5.061 -3.528 0.41
H 2.287 3.050 -3.858 0.24
```

---

The following is a DFT calculation (wB97M-V/def2-TZVPD) of C24H52BBrClIN2O13P2S as an isolated structure.

Results
highest occupied orbital energy: -0.29775 Ha
max |F|: 12.113 eV Å⁻¹

The geometry in XYZ format:
```
98
Properties=species:S:1:pos:R:3:mulliken_charge:R:1
C 7.537 -0.108 1.869 -1.20
C 6.133 -0.849 1.343 -0.10
N 6.383 -2.124 0.814 -0.51
C 4.623 -0.293 1.521 0.23
C 3.883 0.495 0.315 -1.11
I 4.898 -0.119 -1.579 0.06
C 2.274 0.069 0.332 1.04
C 1.986 -1.384 -0.450 -0.47
C 1.413 -1.143 -2.005 -0.51
C -0.162 -0.579 -2.001 -0.45
Br -0.580 -0.233 -3.960 -0.20
C 1.545 0.080 1.786 0.29
O 1.570 -1.252 2.497 -0.33
C 1.118 -0.984 3.882 0.40
N 0.393 -1.013 4.981 -0.55
P -0.375 0.166 1.405 0.88
O -1.089 -1.425 1.543 -0.57
Cl -1.312 1.418 2.855 -0.29
O 1.999 1.004 2.789 -0.45
S 2.221 2.635 2.266 0.25
O 1.149 2.998 1.156 -0.44
O 3.801 2.668 1.664 -0.27
C 4.057 2.157 0.346 1.08
C 3.448 2.944 -0.938 -1.10
B 3.500 4.611 -0.811 0.78
O 3.564 5.393 0.424 -0.60
O 3.422 5.367 -2.107 -0.57
P 5.987 2.427 0.171 0.35
O 6.563 3.566 1.356 -0.48
O 6.457 3.002 -1.376 -0.54
H 7.339 0.940 2.361 0.25
H 8.199 0.079 0.912 0.29
H 8.152 -0.787 2.606 0.41
H 7.411 -2.299 0.783 0.26
H 3.993 -1.293 1.706 0.36
H 4.577 0.295 2.556 0.26
H 1.657 0.842 -0.337 -0.46
H 1.090 -1.986 0.063 0.39
H 2.903 -2.113 -0.411 0.16
H 2.023 -0.343 -2.599 0.31
H 1.501 -2.156 -2.590 0.36
H -0.194 0.482 -1.479 0.27
H -0.924 -1.348 -1.560 0.30
H -1.587 -1.686 0.707 0.35
H 2.292 2.735 -1.158 0.29
H 3.966 2.727 -1.979 0.26
H 3.008 6.226 0.380 0.30
H 3.029 4.759 -2.825 0.32
H 7.355 4.019 0.896 0.33
H 6.747 2.291 -2.019 0.34
C 5.783 -5.385 -1.760 -1.28
C 4.869 -4.651 -2.728 0.35
C 5.387 -4.739 -4.154 -1.35
O 4.776 -3.282 -2.343 -0.24
H 6.788 -4.948 -1.761 0.29
H 5.404 -5.303 -0.735 0.32
H 5.863 -6.445 -2.020 0.41
H 3.860 -5.075 -2.676 0.28
H 6.378 -4.278 -4.240 0.33
H 4.726 -4.195 -4.838 0.32
H 5.456 -5.779 -4.486 0.40
H 5.667 -2.897 -2.386 0.22
C -5.003 1.671 -1.575 -1.21
C -4.593 1.012 -0.268 0.39
C -5.272 1.671 0.922 -1.22
O -3.179 1.105 -0.116 -0.33
H -4.714 2.728 -1.589 0.38
H -4.497 1.195 -2.422 0.29
H -6.084 1.603 -1.729 0.28
H -4.850 -0.052 -0.296 0.19
H -4.992 2.728 0.997 0.33
H -4.957 1.194 1.857 0.25
H -6.361 1.603 0.843 0.39
H -2.941 2.046 -0.090 0.24
C -5.497 0.498 6.693 -1.22
C -5.523 -0.052 5.276 0.32
C -4.455 -1.114 5.073 -1.16
O -5.312 1.013 4.352 -0.48
H -4.533 0.971 6.912 0.31
H -6.263 1.270 6.821 0.32
H -5.672 -0.294 7.427 0.38
H -6.510 -0.478 5.065 0.26
H -3.454 -0.699 5.235 0.27
H -4.478 -1.492 4.046 0.28
H -4.599 -1.955 5.759 0.40
H -4.438 1.397 4.532 0.31
C -8.489 -0.918 -4.799 -1.34
C -8.388 -0.228 -3.448 0.49
C -9.745 0.272 -2.979 -1.26
O -7.487 0.872 -3.545 -0.49
H -8.855 -0.227 -5.566 0.35
H -7.503 -1.262 -5.129 0.32
H -9.163 -1.779 -4.753 0.37
H -7.978 -0.924 -2.709 0.26
H -10.157 1.006 -3.681 0.32
H -9.656 0.777 -2.011 0.31
H -10.457 -0.553 -2.879 0.37
H -7.844 1.495 -4.199 0.31
```

---

Question: Look up the max |F| of the first one.
Answer: 4.826 eV Å⁻¹

---

Question: Which of these has the highest max |F|?
Answer: C24H52BBrClIN2O13P2S

---

Question: max |F| of number 2 (C24H52BBrClIN2O13P2S)?
Answer: 12.113 eV Å⁻¹